# 1
Below is an isolated molecule of C2H2N2O3 in a non-equilibrium geometry, with properties calculated with ωB97M-V with the def2-TZVPD basis set.

LUMO   -0.0435 Eh
ΔE to the lowest compared entry with this formula, charge and spin   371.2 kJ/mol
Gap between HOMO and LUMO   9.100 eV
Multiplicity   1
HOMO level   -10.2839 eV

Atoms and positions in Å:
O -1.076117 1.164671 -1.865945
O 1.070818 -0.130297 -1.257185
O 2.260385 -0.251366 1.479148
N 0.520832 -0.181983 -0.160011
N -0.638663 0.109199 0.151083
C 1.229454 -0.724682 1.120168
C -1.480048 0.686678 -0.843805
H -2.484692 0.757635 -0.414864
H 0.598030 -1.429856 1.791411

Forces on atoms 1 to 2 (eV/Å):
O -0.87 -0.17 0.03
O 0.36 -0.24 1.22


# 2
Below is a cluster of 2 separate species, C2H2N2O4 in total in a non-equilibrium geometry, with properties calculated with ωB97M-V with the def2-TZVPD basis set.

LUMO   0.2583 Eh
ΔE to the lowest compared entry with this formula, charge and spin   251.6 kJ/mol
Gap between HOMO and LUMO   6.531 eV
Multiplicity   1
Total charge   -2
HOMO level   0.4978 eV

Atoms and positions in Å:
O -2.704630 1.581075 -0.276600
O -0.786379 2.756470 -0.083062
O -0.198256 -0.982756 1.302141
O 1.822549 -1.937817 0.269498
N -0.687520 0.491661 -0.495124
N 1.162541 -1.343637 -0.868298
C -0.323566 -0.432293 0.239183
C -1.409147 1.653573 -0.175143
H 1.689864 -0.468038 -0.921240
H 1.434543 -1.318238 1.008645

Forces on atoms 1 to 2 (eV/Å):
O 1.93 -0.29 0.69
O 0.10 -1.27 0.51


# 3
Below is an isolated molecule of C2H2N2O4 in a non-equilibrium geometry, with properties calculated with ωB97M-V with the def2-TZVPD basis set.

LUMO   0.0170 Eh
ΔE to the lowest compared entry with this formula, charge and spin   207.8 kJ/mol
Structure (SMILES)   O=c1[nH]o/c(=N\O)o1
Gap between HOMO and LUMO   9.851 eV
Multiplicity   1
HOMO level   -9.3882 eV

Atoms and positions in Å:
O 0.122087 0.947935 -0.116731
O -0.636476 -1.102322 0.012978
O -2.902962 -0.620085 -0.111808
O 2.628972 0.091325 -0.068676
N 1.610402 -0.929295 -0.068461
N -1.253582 0.958900 -0.074366
C 0.442125 -0.379480 -0.055711
C -1.795924 -0.256819 -0.039273
H 3.402946 -0.463581 0.055338
H -1.617586 1.753425 0.466710

Forces on atoms 1 to 2 (eV/Å):
O 1.01 -0.25 0.30
O -2.46 -1.30 -0.20


# 4
Below is an isolated molecule of C2H2N2O4 in a non-equilibrium geometry, with properties calculated with ωB97M-V with the def2-TZVPD basis set.

LUMO (alpha / beta)   -0.0607 / -0.0608 Eh
ΔE to the lowest compared entry with this formula, charge and spin   522.8 kJ/mol
Structure (SMILES)   O=C[C@@H](N=O)[N+](=O)[O-]
Gap between HOMO and LUMO (alpha / beta)   8.818 / 8.819 eV
Multiplicity   1
HOMO level (alpha / beta)   -10.4713 / -10.4724 eV

Atoms and positions in Å:
O 0.684228 -2.647373 -1.304722
O -0.751114 -1.006752 1.651452
O 1.956149 -2.217647 0.334538
O 1.443364 1.609460 -0.305938
N 1.520240 0.495690 -0.776807
N 1.130530 -1.922356 -0.446068
C 0.496767 -0.425078 -0.307585
C -0.027382 -0.219339 1.108903
H 0.301996 0.846159 1.497742
H -0.380496 -0.624628 -0.899689

Forces on atoms 1 to 2 (eV/Å):
O -0.34 0.59 -0.25
O 0.68 0.64 -0.27


# 5
Below is a cluster of 3 separate species, C2H2N2O4 in total in a non-equilibrium geometry, with properties calculated with ωB97M-V with the def2-TZVPD basis set.

LUMO (alpha / beta)   0.0235 / -0.0711 Eh
ΔE to the lowest compared entry with this formula, charge and spin   31.5 kJ/mol
Gap between HOMO and LUMO (alpha / beta)   8.373 / 9.861 eV
Multiplicity   3
HOMO level (alpha / beta)   -7.7328 / -11.7961 eV

Atoms and positions in Å:
O -0.163439 2.167560 0.503557
O -1.691133 2.878514 -0.797578
O 1.857511 -2.506881 0.468757
O 1.797314 -0.701509 1.869814
N -1.115167 1.903712 -0.466651
N -0.974071 -1.268776 -1.062412
C -0.291724 -0.634435 -0.367739
C 1.804794 -1.647882 1.223117
H -1.495509 -1.487318 -1.859352
H 0.271424 1.297016 0.488488

Forces on atoms 1 to 2 (eV/Å):
O 0.95 -0.96 0.45
O -2.43 2.63 -1.68


# 6
Below is an isolated molecule of C2H2N2OS in a non-equilibrium geometry, with properties calculated with ωB97M-V with the def2-TZVPD basis set.

LUMO   -0.0206 Eh
ΔE to the lowest compared entry with this formula, charge and spin   252.2 kJ/mol
Gap between HOMO and LUMO   7.739 eV
Multiplicity   1
HOMO level   -8.2990 eV

Atoms and positions in Å:
S 2.153975 0.128103 0.066250
O 1.837597 -1.286173 0.243864
N -1.362402 -1.155370 -0.327240
N 0.955917 1.157525 -0.134067
C -0.919911 -0.064996 -0.040226
C -0.376906 1.176402 -0.052230
H -0.887131 2.151774 0.071670
H -1.401138 -2.107264 0.171976

Forces on atoms 1 to 2 (eV/Å):
S -2.53 1.97 -0.75
O -0.14 -0.14 0.17